1.
The molecule C4H5NO at a distorted geometry. Source: OMol25; level of theory: ωB97M-V/def2-TZVPD.

Element x y z (Å)
C 2.124 0.848 0.515
C -1.356 -0.340 -0.462
C -0.574 0.422 0.254
C 1.178 -0.236 0.460
N 2.852 1.668 0.155
O 1.404 -0.918 -0.706
H -2.364 -0.387 -0.571
H -0.757 -1.227 -0.785
H -0.733 1.414 0.727
H 1.328 -0.844 1.290
H 1.621 -0.196 -1.316

As for the HOMO-LUMO gap: 11.18 eV. As for the spin multiplicity: 1. The maximum force is 0.08711 Eh/bohr. The HOMO energy comes out at -0.3773 Ha. As for the total energy: -7763.4156 eV.

Here are the natural (NBO) charges for atoms 1 to 6, given in e:
1. C 0.2174
2. C -0.4277
3. C -0.1672
4. C 0.0018
5. N -0.2962
6. O -0.6663

---

2.
The molecule C4H5NO at a distorted geometry. Source: OMol25; level of theory: ωB97M-V/def2-TZVPD.

Element x y z (Å)
N -1.149 1.165 0.323
C -1.310 -0.191 0.472
O -2.329 -0.699 0.897
C -0.121 -1.020 0.196
C 0.998 -0.425 -0.095
C 1.986 0.141 -0.712
H -2.002 1.699 0.376
H -0.417 1.530 -0.271
H -0.204 -2.091 0.286
H 1.906 -0.816 -1.343
H 2.798 0.672 -0.205

As for the HOMO-LUMO gap: 9.86 eV. As for the spin multiplicity: 1. The maximum force is 0.05042 Eh/bohr. The HOMO energy comes out at -0.3408 Ha. As for the total energy: -7763.8500 eV.

Here are the natural (NBO) charges for atoms 1 to 6, given in e:
1. N -0.8352
2. C 0.6562
3. O -0.5990
4. C -0.4666
5. C 0.1861
6. C -0.5616

---

3.
The molecule C4H5NO. Source: OMol25; level of theory: ωB97M-V/def2-TZVPD.

Element x y z (Å)
O 1.512 0.302 1.560
C 1.487 0.689 0.418
C 0.292 0.517 -0.504
C -0.912 -0.117 0.232
C -1.387 -1.389 -0.319
N -1.869 -2.374 -0.681
H 2.372 1.201 -0.016
H 0.610 -0.119 -1.339
H 0.090 1.492 -0.973
H -1.799 0.522 0.262
H -0.638 -0.318 1.275

As for the HOMO-LUMO gap: 11.28 eV. As for the spin multiplicity: 1. The maximum force is 0.01685 Eh/bohr. The HOMO energy comes out at -0.3896 Ha. As for the total energy: -7765.8007 eV.

Here are the natural (NBO) charges for atoms 1 to 6, given in e:
1. O -0.5157
2. C 0.4437
3. C -0.5107
4. C -0.5293
5. C 0.2841
6. N -0.3243

---

Computed energy above the lowest of the compared OMol25 structures with the same formula, charge and spin (kJ/mol) in order:
300.15 258.24 70.03